{"formula": "H6OSi2", "method": "ωB97M-V/def2-TZVPD", "elements": ["Si", "O", "Si", "H", "H", "H", "H", "H", "H"], "positions_angstrom": [[-1.872, 0.020, -0.108], [0.053, -0.784, 0.071], [1.465, -0.021, -0.073], [-1.969, -0.490, -1.495], [-2.413, -0.485, 1.274], [-1.349, 1.312, 0.223], [2.591, -0.445, -0.907], [2.199, -0.478, 1.206], [1.295, 1.371, -0.192]], "atomic_forces_ev_per_a": [[5.0, -2.7, 2.1], [-3.8, 0.8, -0.9], [1.2, -1.9, 2.4], [-0.9, 0.3, 0.3], [-0.2, 0.1, -1.8], [-0.5, 1.2, -0.5], [-0.3, -0.2, -1.1], [-0.4, 0.8, -0.3], [-0.1, 1.6, -0.2]], "mulliken_charge": [0.533, -0.413, 0.430, -0.009, -0.006, -0.063, -0.144, -0.140, -0.188], "gap_ev": 8.87, "smiles": "[SiH3]O[SiH3]", "e_lumo_ev": -0.58, "relative_energy_kcal_mol": 53.1, "homo_ev": -9.4422}